Record 1
C34H37Cl3IN9O4S2V as an isolated structure, computed with ωB97M-V/def2-TZVPD.

Summary:
HOMO level (spin up / spin down), eV: -6.06 / -6.54
Orbital gap (spin up / spin down), eV: 5.97 / 6.46
Multiplicity: 4

Geometry as XYZ:
```
91
C34H37Cl3IN9O4S2V ωB97M-V/def2-TZVPD
H -7.111 -1.040 -3.544
H -2.922 -3.272 2.366
H 1.538 0.724 -5.109
C 1.655 1.418 -4.292
H 0.201 -2.862 -1.158
C 0.391 4.808 1.866
V 0.532 -0.116 0.087
H -3.994 1.812 -1.330
C -1.240 -4.569 0.944
H -0.280 -4.920 0.580
I -2.594 -4.681 -0.731
O -0.169 -2.449 1.082
C 1.587 -1.390 -3.692
Cl -1.019 2.543 4.304
H 1.910 -6.802 0.015
H 1.319 -2.301 3.576
C -1.133 -3.121 1.404
N -2.115 -2.694 2.199
C 0.107 6.008 2.716
H 1.805 4.270 -6.094
N 2.254 -3.573 2.209
C 1.135 -2.574 -3.157
H 2.350 4.650 -3.712
N 0.784 -0.927 -1.689
N 2.784 1.993 1.756
C 4.048 0.282 1.827
C -6.121 -0.823 -1.663
C -5.554 0.429 -1.887
H 2.885 2.928 -6.480
O -2.124 1.840 0.550
H 2.537 -4.715 -0.749
H -0.561 5.744 3.534
N 1.220 1.515 -0.630
H -1.154 5.233 0.442
C 2.459 -3.605 0.883
H 1.141 2.711 -6.588
H 1.943 4.085 3.122
C 1.396 3.918 2.206
C -4.494 -1.204 0.066
C 1.920 3.194 -2.229
S -2.371 0.424 0.623
S 3.033 -2.322 -0.002
H -2.215 -1.666 2.310
H -8.200 -0.855 -2.167
C -0.350 4.565 0.714
H 3.090 -2.351 3.685
C -0.068 3.479 -0.080
C 1.890 2.746 -4.592
N 0.328 0.346 1.779
Cl 1.330 1.003 5.132
C 1.934 3.195 -6.021
H -1.631 -5.230 1.714
H 1.583 -6.181 1.633
H -0.637 3.298 -0.980
C -0.011 0.570 2.874
N 1.339 -0.416 -2.788
C -7.266 -1.307 -2.500
C 4.650 1.245 2.643
O -2.468 -0.086 1.994
H -6.035 -2.592 -0.459
H 2.091 -1.216 -4.620
C 2.085 3.619 -3.523
H 3.894 3.296 3.022
O -1.437 -0.374 -0.205
Cl -1.300 -0.250 5.036
C -0.259 0.930 4.209
N 2.212 -4.770 0.208
H 1.175 -3.543 -3.608
C -4.453 0.851 -1.157
C 1.529 0.956 -2.984
C 1.704 2.821 1.404
H 2.293 -1.503 2.329
C 2.241 -2.365 2.999
H 5.560 1.158 3.201
C -3.919 0.024 -0.189
H 3.257 -6.390 1.097
H -0.372 6.784 2.127
N 2.925 0.743 1.301
H 4.404 -0.705 1.604
H 1.022 6.408 3.146
C -5.595 -1.625 -0.658
C 0.634 -2.228 -1.905
C 0.960 2.582 0.235
H -7.365 -2.387 -2.424
H -5.969 1.068 -2.656
C 3.811 2.329 2.571
H 2.064 3.898 -1.422
H -4.066 -1.828 0.831
C 2.250 -6.101 0.775
C 1.538 1.868 -1.898
H 1.840 -4.385 2.641
```

---

Record 2
C34H37N5O5S2SbV as an isolated structure, computed with ωB97M-V/def2-TZVPD.

Summary:
HOMO level (spin up / spin down), eV: -10.06 / -10.07
Orbital gap (spin up / spin down), eV: 5.50 / 5.83
Multiplicity: 2
Net charge: +1

Geometry as XYZ:
```
85
C34H37N5O5S2SbV ωB97M-V/def2-TZVPD
N -0.784 -2.325 -1.594
H -0.732 -2.200 -4.934
H 3.046 4.937 -1.398
C 3.090 -3.086 1.085
O 0.334 -4.130 0.482
C 0.280 3.698 -3.950
N -1.276 -2.012 4.357
H 3.499 -1.182 0.107
C 2.682 3.746 -3.803
H 3.705 4.640 -5.458
N 1.858 -2.634 1.773
C -2.516 -2.164 -3.720
H -3.338 -4.432 5.611
O 0.710 -0.748 0.514
O -0.042 -5.632 2.121
O 1.946 0.885 1.351
C -2.521 -2.317 0.053
H -3.201 -2.094 -4.554
H 3.519 6.740 0.199
C 1.575 4.668 -5.727
C -2.117 -2.279 -1.367
H -0.674 0.040 -1.864
H -0.688 3.441 -3.533
O 2.176 -2.347 -0.968
H 2.932 -4.119 0.773
Sb 1.357 2.345 -1.437
H 1.210 4.718 3.185
H -1.308 -1.256 5.023
H 3.604 3.494 -3.289
C -1.420 -1.586 3.067
C -3.422 1.695 -0.753
H -1.464 -4.045 4.017
H 4.218 -2.588 -0.683
C -3.097 -3.423 5.276
C 1.369 3.723 1.299
H 3.049 -1.126 2.705
H -3.967 -3.105 1.361
C -1.465 3.077 -0.579
H -4.487 1.559 -0.618
H 3.940 -3.062 1.773
C 1.447 3.413 -3.252
N -1.733 -2.551 2.200
V 0.344 -2.400 0.115
C 0.475 -4.632 1.759
H -3.429 3.702 0.005
C -2.652 0.667 -1.279
H -1.008 4.019 -0.299
H -4.069 -2.160 -2.233
C 1.893 3.779 0.011
H 2.601 6.641 2.493
S 2.455 0.457 -2.159
H 2.119 -1.452 -1.445
C 1.623 4.757 2.186
C -3.007 -2.201 -2.422
C 1.320 -3.699 2.619
C -2.830 2.900 -0.405
N -1.542 -2.269 0.891
C -1.644 -3.341 4.829
S -1.257 0.069 2.727
C 2.017 -1.317 2.407
H -3.125 -0.267 -1.559
H -0.566 4.547 -5.728
C -1.150 -2.222 -3.939
C 2.660 4.868 -0.388
H -4.304 -1.468 0.824
C 1.576 -0.242 1.429
C 2.744 4.379 -5.034
C 2.920 5.894 0.510
C -0.312 -2.306 -2.843
C 3.347 -2.238 -0.132
H 1.626 5.157 -6.691
H 0.760 2.887 1.615
C -0.693 2.042 -1.098
H -4.581 -2.829 -0.286
H -3.293 -2.737 6.100
H -0.974 -3.602 5.650
C -1.287 0.836 -1.451
H -3.762 -3.166 4.451
C -3.934 -2.443 0.496
H 2.103 -4.279 3.113
C 0.345 4.325 -5.188
H 0.761 -2.359 -2.959
H 0.664 -3.275 3.382
H 1.370 -1.234 3.282
C 2.403 5.838 1.795
```

---

Record 3
C34H38AsIrN8O4S as an isolated structure, computed with ωB97M-V/def2-TZVPD.

Summary:
HOMO level (spin up / spin down), eV: -15.28 / -15.60
Orbital gap (spin up / spin down), eV: 8.57 / 5.22
Multiplicity: 6
Net charge: +3

Geometry as XYZ:
```
87
C34H38AsIrN8O4S ωB97M-V/def2-TZVPD
H -1.040 9.231 2.842
H -0.527 6.200 4.797
H 4.100 0.166 -6.168
C -4.865 -0.851 0.859
C -0.961 -1.260 -4.503
H -4.435 3.547 -5.867
N -0.367 2.168 1.184
N -0.885 8.409 3.412
H 3.089 -1.525 -3.044
H -1.821 5.582 0.020
C -0.820 -2.657 -2.536
O 0.849 2.173 -1.856
H 2.298 3.995 -4.546
H -0.838 3.919 3.865
H -0.647 8.564 4.384
C -2.299 2.417 -3.497
H -1.518 7.881 0.916
C -1.219 -1.470 -3.152
H 0.132 -4.559 -2.804
H 4.684 0.976 -3.704
C -0.799 6.050 3.760
C 1.114 -0.704 2.441
H 0.970 -1.331 -1.643
H -4.364 -0.258 -3.922
C -3.840 -0.290 0.113
H -2.486 4.278 -4.545
As -2.049 -0.089 -2.095
H -1.451 2.744 -2.907
C -3.981 2.870 -5.156
C -1.365 7.011 1.542
C -3.939 0.728 -4.067
C 4.179 0.058 -4.003
H 5.433 3.538 -5.946
C -2.830 1.143 -3.334
H 1.461 -1.630 1.999
H -6.268 -2.461 1.017
H 3.558 4.803 -5.376
C -4.512 1.597 -4.982
C -1.009 7.190 2.918
H -5.530 -3.561 -1.066
C 3.598 2.771 -5.506
O 2.974 2.429 -2.486
C -3.425 -0.919 -1.058
O -2.181 3.140 -0.052
Ir -0.295 0.999 -0.587
C 0.102 -3.418 -4.624
H 1.306 0.071 -3.354
N 3.044 3.952 -5.221
H 1.887 1.792 -5.205
H -3.702 -2.589 -2.399
C -0.159 -3.629 -3.274
H 4.959 -0.682 -4.188
C -5.468 -2.027 0.434
H -5.376 1.285 -5.553
H 1.655 -1.186 4.466
C -5.053 -2.649 -0.737
H -1.302 -0.352 -4.989
C -4.025 -2.099 -1.489
N 0.173 1.659 3.451
C 1.214 -0.464 3.797
H 0.601 -4.185 -5.201
C 3.437 0.312 -5.315
O -2.603 2.468 2.318
C -2.882 3.280 -4.416
C 0.123 1.335 2.177
N 1.349 -0.429 -1.362
H -5.194 -0.366 1.768
C -1.340 4.650 1.897
H -1.053 -2.838 -1.491
H 5.240 1.876 -6.329
N 4.856 2.713 -5.927
C 2.012 0.210 -2.524
H 2.017 -0.596 -0.613
C -1.527 5.747 1.047
H -3.389 0.642 0.436
S -1.743 3.011 1.316
H 0.751 0.996 5.312
C 3.336 -0.477 -2.842
N 0.560 0.197 1.627
N 2.868 1.663 -5.387
H -0.130 -2.094 -6.296
C 2.025 1.719 -2.270
C -0.303 -2.240 -5.237
H 3.963 -0.473 -1.947
H 2.616 -0.389 -5.471
C 0.714 0.745 4.259
C -0.971 4.800 3.250
```

---

Electronic energy across the listed records, respectively: -5530.2639, -3948.2716, -4794.7922 Eh.
Maximum force across the listed records, respectively: 5.81, 0.74, 0.58 eV/A.